Entry 1:
Entry from OMol25: a structure of composition C39H35IN4O4ReS in a non-equilibrium geometry (wB97M-V/def2-TZVPD).

## Properties
- HOMO-LUMO gap (alpha / beta) (eV) = 6.613 / 6.635
- total energy (eV) = -76227.126
- expectation value of S² = 3.7890
- energy above the lowest of the compared OMol25 structures with the same formula, charge and spin (eV) = 0.044
- net charge = 0
- spin multiplicity = 4

```
85
Properties=species:S:1:pos:R:3:forces:R:3:mulliken_charge:R:1
Re -0.633923 0.760359 -0.609331 -0.406 -0.802 -0.431 0.59
C 3.653024 -2.843637 0.394525 -0.072 0.018 0.089 -1.41
C 2.324109 -3.406457 -0.022150 0.060 -0.152 -0.093 0.86
N 2.223797 -4.722049 -0.037779 0.118 0.024 0.062 -0.69
C 1.054369 -5.280805 -0.338487 -0.076 0.034 0.003 -0.91
C -0.092771 -4.560731 -0.592676 -0.079 -0.026 0.072 -0.21
C -1.377551 -5.341164 -0.765117 0.052 -0.002 -0.026 -0.92
O -2.354315 -5.097462 0.245239 0.004 0.073 0.006 -0.54
C -0.015107 -3.145676 -0.619793 0.339 0.053 0.168 0.92
C -1.280931 -2.437915 -0.655725 -0.195 0.185 -0.065 -0.68
N -1.549666 -1.184810 -0.663755 0.419 -0.366 0.243 0.27
C -2.850194 -0.732012 -0.283734 -0.337 0.579 0.109 0.62
C -4.026786 -1.428367 -0.065039 0.078 -0.090 -0.102 -1.13
C -5.120850 -0.688081 0.369985 -0.008 -0.095 -0.044 -0.74
C -5.026395 0.683948 0.570345 0.044 0.225 -0.003 -0.64
C -3.827342 1.361018 0.351211 -0.159 -0.139 0.031 -0.67
C -2.724385 0.641160 -0.074937 0.494 -0.095 -0.021 0.55
I -1.622536 1.300197 -3.055651 0.021 0.003 -0.075 -0.37
C 1.243742 -2.565605 -0.383331 -0.139 -0.021 -0.033 0.94
O 1.541844 -1.261449 -0.337403 0.143 -0.221 0.339 -0.02
H 3.971956 -3.363644 1.296653 0.030 0.003 -0.002 0.45
H 3.597705 -1.777044 0.589202 0.026 -0.015 0.001 0.20
H 4.400728 -3.033631 -0.377281 -0.003 0.015 0.005 0.32
H 1.034956 -6.365950 -0.341706 -0.057 0.016 -0.009 0.39
H -1.123834 -6.404564 -0.775191 0.010 0.015 -0.116 0.39
H -1.862625 -5.106594 -1.714282 -0.039 0.011 0.041 0.37
H -1.926096 -5.137464 1.108360 0.026 -0.003 -0.038 0.34
H -2.133716 -3.090403 -0.523805 -0.056 -0.071 0.006 0.41
H -4.115595 -2.497189 -0.217810 -0.011 0.002 0.032 0.50
H -6.061122 -1.192269 0.552284 0.003 0.005 -0.005 0.41
H -5.899270 1.238747 0.894888 -0.009 -0.052 0.015 0.44
H -3.769815 2.431415 0.516207 -0.024 0.000 -0.011 0.44
O 1.233431 -0.735844 3.082745 0.021 0.193 0.104 -0.72
S -0.082393 -0.511080 2.552572 -0.222 -0.272 -0.108 1.77
O -0.771524 -1.651038 2.018445 -0.006 0.109 -0.510 -0.72
N -0.056985 0.711546 1.437993 0.101 -0.081 0.330 -0.16
C 0.456002 1.921508 1.913708 0.232 0.254 0.304 0.01
C 0.894546 2.190742 3.207506 -0.091 -0.158 -0.431 -0.67
C 1.373390 3.456014 3.563282 0.029 0.165 0.009 -1.05
C 1.438901 4.477967 2.658943 0.087 0.081 0.130 -0.90
C 1.017311 4.256316 1.336621 -0.081 -0.180 -0.112 1.00
C 1.071866 5.254626 0.341593 -0.075 -0.125 -0.185 -0.79
C 0.644774 4.960445 -0.923444 0.075 0.244 0.187 -0.89
C 0.150083 3.687448 -1.205635 -0.055 -0.206 -0.231 0.03
N 0.088216 2.715568 -0.304281 0.015 0.351 -0.101 0.61
C 0.521249 2.982442 0.970110 0.115 0.044 0.334 0.40
C -1.149770 0.060663 3.862779 0.106 -0.109 -0.138 0.03
C -0.905969 -0.422478 5.138833 0.112 0.006 -0.023 -0.44
C -1.817762 -0.149789 6.146850 -0.022 0.028 0.010 -0.71
C -2.957537 0.592423 5.867235 -0.032 0.004 0.016 -0.45
C -3.185805 1.072274 4.584632 0.016 0.011 0.004 -0.61
C -2.278700 0.805084 3.571377 -0.051 0.030 -0.016 -0.32
H 0.894321 1.410923 3.947509 0.094 0.058 0.079 0.59
H 1.703347 3.618031 4.581276 -0.003 -0.027 0.000 0.43
H 1.821131 5.452356 2.934587 -0.013 -0.006 0.005 0.41
H 1.451004 6.237915 0.589685 0.010 -0.004 0.030 0.45
H 0.670778 5.694337 -1.716289 -0.009 -0.015 -0.007 0.49
H -0.204186 3.451334 -2.199109 0.037 -0.057 0.048 -0.07
H -0.010869 -1.004864 5.319237 -0.033 0.012 0.060 0.47
H -1.643243 -0.518908 7.148873 0.007 -0.015 -0.007 0.42
H -3.678033 0.791484 6.650247 0.027 0.015 0.014 0.40
H -4.075987 1.648270 4.367229 0.002 -0.002 0.006 0.43
H -2.453422 1.155924 2.563919 -0.011 -0.008 -0.039 0.11
C 0.871596 -1.606342 -3.409294 -0.056 0.160 -0.089 -2.19
C 1.749325 -0.556696 -2.722881 0.207 -0.231 0.181 3.43
C 3.182708 -1.126352 -2.610050 -0.049 -0.075 -0.020 -1.72
C 1.256276 -0.222572 -1.294726 -0.679 0.735 0.052 -1.28
C 1.872276 0.723097 -3.551271 -0.023 0.022 0.031 -0.42
C 1.563280 0.746775 -4.909383 -0.082 0.041 -0.044 -0.18
C 1.687525 1.905330 -5.660822 0.013 -0.036 -0.026 -0.98
C 2.141378 3.077308 -5.078290 -0.035 0.026 -0.043 -0.51
C 2.512775 3.056962 -3.743929 -0.002 0.071 -0.004 -0.97
C 2.388236 1.894162 -2.997812 0.035 0.093 0.052 -0.09
H 0.835706 -2.518650 -2.821824 0.030 -0.014 -0.037 0.27
H 1.285092 -1.877447 -4.380839 0.006 -0.035 -0.012 0.80
H -0.145766 -1.236516 -3.552471 0.035 -0.050 -0.003 0.13
H 3.183798 -2.089648 -2.097021 0.021 0.072 -0.096 0.37
H 3.828465 -0.439393 -2.059899 0.018 -0.019 0.007 0.40
H 3.605891 -1.268665 -3.606234 -0.011 -0.001 -0.002 0.46
H 1.934432 0.558237 -0.926857 0.031 -0.154 0.049 0.53
H 1.192318 -0.136200 -5.409105 -0.048 -0.016 0.077 0.25
H 1.420384 1.884131 -6.710083 -0.017 0.030 0.011 0.39
H 2.205017 3.988972 -5.658624 0.065 -0.010 0.005 0.41
H 2.907219 3.952208 -3.276527 -0.011 -0.018 0.011 0.45
H 2.712482 1.927829 -1.964989 -0.024 -0.040 -0.009 0.42
```
Positions in Å, forces in eV/Å.

=====

Entry 2:
Entry from OMol25: a structure of composition C39H35N7O4S4Ti in a non-equilibrium geometry (wB97M-V/def2-TZVPD).

## Properties
- HOMO-LUMO gap (alpha / beta) (eV) = 5.250 / 6.594
- total energy (eV) = -126094.214
- expectation value of S² = 0.7542
- energy above the lowest of the compared OMol25 structures with the same formula, charge and spin (eV) = 0.500
- net charge = -1
- spin multiplicity = 2

```
90
Properties=species:S:1:pos:R:3:forces:R:3:mulliken_charge:R:1
Ti 2.082598 0.348587 -1.354287 -0.533 -0.670 -0.769 0.45
C 4.193290 1.705151 -4.756469 -0.020 0.023 0.034 -0.39
O 5.525158 1.504512 -4.270287 0.085 -0.080 0.083 -0.51
C 5.797825 1.259362 -2.968208 0.012 -0.048 0.102 0.14
C 7.142629 1.088612 -2.673126 -0.103 0.038 -0.118 -0.61
C 7.603763 0.898425 -1.373616 0.012 -0.001 0.055 -0.69
C 6.708275 0.888984 -0.330666 -0.030 0.007 -0.079 -0.76
C 5.335679 1.005955 -0.594583 0.082 0.017 -0.014 0.53
C 4.422094 1.114486 0.514228 -0.111 -0.002 -0.025 -0.72
N 3.148460 1.028082 0.387184 0.247 -0.076 0.353 0.52
N 2.393739 1.332205 1.506661 -0.033 0.092 -0.145 -1.10
C 1.158134 1.355472 1.115852 -0.205 0.137 -0.001 0.21
O 0.806230 1.087502 -0.111063 -0.108 0.227 -0.012 -0.28
C 0.092410 1.836391 2.022414 0.106 -0.015 0.096 0.61
C -1.060352 2.388278 1.474250 -0.015 -0.095 0.023 -0.20
C -1.999897 2.985175 2.302903 -0.043 0.014 -0.010 -0.84
C -1.795443 3.021842 3.673892 -0.062 -0.044 0.013 -0.36
C -0.669025 2.424865 4.224640 0.042 -0.043 0.023 -0.72
C 0.274645 1.832597 3.403088 0.016 0.037 -0.031 -0.29
C 4.851430 1.156337 -1.912351 -0.010 -0.017 -0.017 1.36
O 3.555925 1.236813 -2.147908 0.058 0.110 0.160 -0.30
H 4.324570 1.908441 -5.816907 -0.046 0.007 0.010 0.30
H 3.585017 0.814125 -4.615268 0.016 0.034 -0.034 0.05
H 3.717855 2.554110 -4.266393 -0.011 -0.023 -0.033 0.25
H 7.831813 1.123996 -3.507285 0.017 0.013 0.003 0.44
H 8.664348 0.784494 -1.194054 0.011 -0.005 0.011 0.38
H 7.042778 0.791858 0.694298 0.003 -0.007 0.031 0.41
H 4.821514 1.333956 1.503262 -0.023 0.017 -0.018 0.37
H -1.207013 2.351222 0.402945 0.017 0.014 -0.012 0.47
H -2.890794 3.424735 1.872529 -0.009 0.014 -0.008 0.41
H -2.524105 3.493706 4.320284 -0.032 0.014 0.011 0.46
H -0.528736 2.418851 5.298155 -0.002 0.007 0.005 0.37
H 1.161243 1.368450 3.812172 0.020 0.006 -0.005 0.43
S 0.636490 1.400760 -3.018985 0.105 0.028 0.126 -0.48
C 0.995323 0.144994 -4.153008 -0.007 0.012 0.061 1.27
S 2.030284 -1.048374 -3.486220 0.012 0.111 0.035 -0.61
C 0.482071 0.127333 -5.433358 0.130 0.032 0.213 0.57
C 0.798621 -0.923574 -6.333032 0.017 -0.157 -0.098 -0.09
N 1.053650 -1.775749 -7.066096 0.017 -0.003 -0.025 -0.62
C -0.361012 1.173326 -5.893452 -0.141 0.122 -0.066 -0.15
N -1.045409 2.022447 -6.267394 0.014 0.003 -0.011 -0.62
S 0.650148 -1.796980 2.005608 0.103 0.009 -0.080 -0.60
C -0.943074 -1.823526 1.400513 0.214 0.052 0.065 -0.09
N -1.987852 -1.979898 2.292309 -0.164 0.210 0.085 0.40
C -3.252516 -2.448165 1.780807 -0.017 -0.017 -0.041 -1.03
C -3.629747 -1.587727 0.601203 -0.017 -0.025 0.083 -0.49
N -2.566698 -1.641676 -0.375849 -0.056 -0.040 0.014 0.05
C -3.021207 -1.565859 -1.750801 0.079 0.019 -0.171 -1.60
C -3.681509 -0.241197 -2.048464 0.065 -0.005 0.031 0.25
C -5.048670 -0.119420 -2.246971 0.001 -0.061 -0.026 -0.40
C -5.612782 1.121362 -2.517230 -0.050 0.001 -0.007 -0.58
C -4.807920 2.245679 -2.594313 0.015 0.060 -0.007 -0.51
C -3.436819 2.130378 -2.394460 -0.020 0.018 -0.019 -0.76
C -2.881081 0.896123 -2.112153 -0.061 -0.004 0.033 0.73
C -1.245999 -1.697680 0.007312 0.058 -0.167 -0.007 0.40
S -0.028627 -1.754627 -1.212278 0.124 0.170 0.022 -0.40
C -1.776521 -2.113766 3.713878 -0.028 -0.189 0.086 -1.26
C -2.825563 -1.389101 4.520134 0.044 -0.008 0.022 0.54
C -3.336820 -1.951434 5.683823 0.000 -0.022 -0.022 -0.60
C -4.278007 -1.274932 6.446478 -0.011 0.011 0.015 -0.60
C -4.727998 -0.026770 6.043702 -0.037 0.005 0.032 -0.51
C -4.223776 0.539935 4.881357 0.005 0.042 -0.017 -0.88
C -3.277181 -0.134355 4.127725 0.012 0.032 0.015 0.44
H -4.003817 -2.376398 2.566784 -0.021 0.028 -0.025 0.46
H -3.183112 -3.500036 1.466279 -0.011 -0.009 0.003 0.29
H -3.822166 -0.558182 0.928212 0.010 -0.004 0.022 0.17
H -4.544868 -1.957101 0.131011 0.018 -0.009 0.032 0.46
H -3.721551 -2.390746 -1.930925 -0.024 0.039 0.000 0.45
H -2.157031 -1.701800 -2.399235 -0.036 -0.019 0.043 0.49
H -5.676614 -1.003433 -2.203070 -0.003 0.000 0.000 0.36
H -6.680224 1.205686 -2.678825 -0.013 0.001 0.004 0.36
H -5.242525 3.210298 -2.822903 -0.015 0.013 -0.006 0.38
H -2.793977 2.996322 -2.486507 0.001 0.029 0.018 0.46
H -1.815473 0.797590 -1.959052 0.131 -0.021 -0.009 0.05
H -0.781728 -1.724794 3.933895 -0.071 0.020 -0.001 0.47
H -1.767139 -3.173838 4.011927 0.031 0.016 -0.029 0.16
H -2.998309 -2.934575 5.990150 0.013 -0.017 0.010 0.37
H -4.665847 -1.727337 7.350369 -0.012 -0.006 0.011 0.37
H -5.471648 0.499597 6.628128 -0.004 0.008 0.016 0.38
H -4.565059 1.515971 4.559981 -0.007 0.015 -0.003 0.44
H -2.874697 0.311836 3.227609 0.024 0.031 -0.062 0.45
C 4.835939 -2.891859 -1.103325 0.012 -0.055 0.047 -1.10
C 3.494803 -2.431431 -0.615443 -0.005 -0.018 -0.186 0.78
N 2.715097 -3.250752 0.053043 -0.027 0.047 -0.020 -0.25
O 3.161871 -1.254184 -0.856929 0.193 -0.104 0.155 -0.14
H 4.978599 -3.962970 -0.977161 0.012 -0.016 0.006 0.46
H 5.608435 -2.352871 -0.553512 0.003 0.021 -0.006 0.22
H 4.933773 -2.624835 -2.154454 -0.029 0.009 -0.015 0.22
H 3.011599 -4.190871 0.243563 -0.014 0.016 -0.013 0.20
H 1.809812 -2.904387 0.413320 0.093 0.042 -0.014 -0.12
```
Positions in Å, forces in eV/Å.